Entry 1:
Computed, not measured: a 2-piece molecular cluster, C6H14N4O3 overall at a distorted geometry, with wB97M-V/def2-TZVPD.

Its SMILES is [H]/N=C(\N)NC[C@@H]1CCOC1.O=NO. As for the largest force on an atom: 4.6 eV Å⁻¹. The HOMO energy is -9.23 eV. For the energy above the lowest of the compared OMol25 structures with the same formula, charge and spin, the calculation gives 429.4 kJ/mol. The spin multiplicity is 1.

Atoms and positions in Å:
H  4.10  1.22  0.32
N  3.32  1.22  -0.33
C  2.30  0.96  0.43
N  2.29  1.34  1.79
N  1.13  0.46  -0.03
C  -0.14  0.67  0.62
C  -0.87  -0.66  1.08
C  -1.12  -1.62  -0.03
C  -2.55  -1.28  -0.63
O  -2.97  -0.12  0.10
C  -2.37  -0.37  1.42
H  3.13  1.71  2.13
H  1.74  0.85  2.52
H  1.08  0.11  -1.00
H  -0.75  1.10  -0.19
H  0.03  1.36  1.40
H  -0.31  -1.04  1.97
H  -1.15  -2.68  0.32
H  -0.51  -1.41  -0.86
H  -2.71  -1.16  -1.70
H  -3.13  -2.11  -0.27
H  -2.85  -1.18  1.76
H  -2.75  0.50  2.03
O  2.47  -2.55  -1.58
N  2.67  -1.37  -1.34
O  3.94  -0.90  -1.64
H  3.79  0.15  -1.35


Entry 2:
Computed, not measured: C11H9Cl4N2O3OsS as an isolated structure at a distorted geometry, with wB97M-V/def2-TZVPD.

As for the total charge: +1. As for the largest force on an atom: 1.4 eV Å⁻¹. The HOMO energy (spin up / spin down) is -11.37 / -11.37 eV. For the energy above the lowest of the compared OMol25 structures with the same formula, charge and spin, the calculation gives 45.6 kJ/mol. The spin multiplicity is 1.

Atoms and positions in Å:
Os  -0.35  0.37  0.62
Cl  3.83  -0.24  5.68
C  3.14  -0.25  4.11
C  4.00  -0.19  2.97
Cl  5.69  -0.13  3.19
C  3.47  -0.17  1.70
Cl  4.45  -0.10  0.29
C  2.08  -0.20  1.55
O  1.47  -0.17  0.35
C  1.25  -0.28  2.66
O  -0.05  -0.33  2.38
C  1.78  -0.30  3.96
Cl  0.69  -0.37  5.28
S  -0.35  2.37  -0.53
C  -1.99  2.85  -0.18
N  -2.88  3.15  -1.10
C  -4.21  3.39  -0.53
C  -3.92  3.35  0.99
N  -2.51  2.96  1.03
H  -2.70  3.04  -2.09
H  -4.89  2.59  -0.83
H  -4.61  4.34  -0.86
H  -4.54  2.62  1.51
H  -4.06  4.33  1.46
H  -1.97  2.86  1.87
C  -1.92  -2.16  0.03
C  -1.96  -0.66  0.02
O  -2.89  0.05  -0.26
H  -2.93  -2.57  -0.02
H  -1.41  -2.53  0.92
H  -1.36  -2.50  -0.84


Entry 3:
Computed, not measured: C57H46BF2N3OP3SSiV as an isolated structure at a distorted geometry, with wB97M-V/def2-TZVPD.

Its expectation value of S² is 3.94. As for the total charge: -1. As for the largest force on an atom: 2.0 eV Å⁻¹. The HOMO energy (spin up / spin down) is -2.80 / -3.04 eV. For the energy above the lowest of the compared OMol25 structures with the same formula, charge and spin, the calculation gives 83.5 kJ/mol. The spin multiplicity is 4.

Atoms and positions in Å:
V  0.01  -0.41  2.28
C  1.84  -5.31  4.98
C  2.53  -5.44  3.79
C  2.15  -4.72  2.67
C  1.07  -3.84  2.73
C  0.37  -3.73  3.93
C  0.75  -4.45  5.04
P  0.54  -2.70  1.37
C  1.48  -3.36  -0.08
C  0.86  -4.00  -1.16
C  1.61  -4.43  -2.25
C  2.98  -4.23  -2.29
C  3.61  -3.58  -1.23
C  2.85  -3.14  -0.15
C  -1.14  -3.32  0.98
C  -1.49  -4.65  1.21
C  -2.71  -5.13  0.76
C  -3.55  -4.29  0.03
C  -3.18  -2.97  -0.19
C  -1.98  -2.43  0.31
Si  -1.40  -0.57  0.20
C  -3.13  0.32  0.11
C  -4.20  -0.27  0.80
C  -5.47  0.28  0.82
C  -5.73  1.46  0.13
C  -4.69  2.09  -0.52
C  -3.40  1.55  -0.52
P  -2.04  2.44  -1.34
C  -2.90  2.91  -2.91
C  -3.18  4.21  -3.32
C  -3.78  4.45  -4.55
C  -4.11  3.40  -5.39
C  -3.83  2.09  -4.99
C  -3.23  1.86  -3.76
C  -1.91  4.03  -0.46
C  -2.61  4.37  0.69
C  -2.41  5.60  1.30
C  -1.49  6.51  0.78
C  -0.76  6.16  -0.35
C  -0.95  4.93  -0.95
C  -0.59  -0.62  -1.56
C  -1.13  -1.45  -2.54
C  -0.49  -1.70  -3.75
C  0.75  -1.13  -3.99
C  1.30  -0.27  -3.04
C  0.64  -0.01  -1.84
P  1.24  1.35  -0.72
C  2.79  0.81  0.11
C  3.03  1.42  1.34
C  4.27  1.29  1.95
C  5.26  0.52  1.37
C  5.02  -0.13  0.16
C  3.79  0.03  -0.47
C  1.96  2.48  -1.98
C  3.26  2.99  -1.94
C  3.68  3.93  -2.87
C  2.82  4.39  -3.86
C  1.52  3.89  -3.90
C  1.10  2.96  -2.98
H  2.15  -5.87  5.86
H  3.38  -6.12  3.73
H  2.69  -4.85  1.74
H  -0.48  -3.06  3.99
H  0.19  -4.34  5.96
H  -0.21  -4.15  -1.16
H  1.11  -4.91  -3.08
H  3.56  -4.56  -3.14
H  4.67  -3.39  -1.25
H  3.36  -2.61  0.65
H  -0.81  -5.32  1.73
H  -3.00  -6.16  0.96
H  -4.49  -4.66  -0.35
H  -3.85  -2.34  -0.76
H  -4.02  -1.16  1.39
H  -6.25  -0.21  1.37
H  -6.73  1.88  0.11
H  -4.87  3.03  -1.04
H  -2.94  5.05  -2.68
H  -4.00  5.47  -4.86
H  -4.57  3.58  -6.35
H  -4.08  1.26  -5.64
H  -3.01  0.84  -3.46
H  -3.30  3.67  1.13
H  -2.96  5.85  2.20
H  -1.34  7.46  1.26
H  -0.01  6.84  -0.74
H  -0.35  4.65  -1.82
H  -2.10  -1.92  -2.37
H  -0.96  -2.34  -4.49
H  1.28  -1.33  -4.91
H  2.24  0.22  -3.26
H  2.24  2.01  1.82
H  4.44  1.78  2.91
H  6.23  0.42  1.84
H  5.79  -0.73  -0.30
H  3.61  -0.46  -1.42
H  3.95  2.66  -1.18
H  4.69  4.31  -2.82
H  3.15  5.13  -4.58
H  0.82  4.24  -4.66
H  0.08  2.58  -3.03
F  -1.50  -0.80  5.21
B  -1.69  -0.51  3.88
F  -2.62  -1.34  3.33
O  0.74  2.23  3.18
S  -0.62  2.07  3.90
N  -1.23  0.67  3.23
N  2.82  -1.21  3.33
C  3.58  -1.20  4.44
C  2.84  -0.61  5.43
C  1.63  -0.27  4.81
N  1.62  -0.64  3.54
H  3.08  -1.49  2.40
H  4.58  -1.61  4.42
H  3.13  -0.43  6.45
H  0.76  0.23  5.22


Entry 4:
Computed, not measured: one molecule with the formula C5H7N5S at a distorted geometry, with wB97M-V/def2-TZVPD.

As for the largest force on an atom: 4.2 eV Å⁻¹. The HOMO energy is -7.97 eV. For the energy above the lowest of the compared OMol25 structures with the same formula, charge and spin, the calculation gives 142.4 kJ/mol. The spin multiplicity is 1.

Atoms and positions in Å:
C  -0.45  -0.86  0.48
C  0.97  0.84  -0.54
C  0.88  -0.26  0.27
C  -0.22  1.47  -1.11
C  2.02  -1.12  0.65
N  -1.84  -2.26  1.25
N  -0.59  -2.03  1.29
N  -2.88  -1.94  0.86
N  -1.48  -0.36  -0.07
N  -1.32  0.57  -0.97
S  -0.53  3.13  -0.42
H  1.95  1.35  -0.93
H  -0.11  1.69  -2.16
H  2.89  -0.32  0.83
H  2.34  -1.68  -0.32
H  1.72  -1.75  1.55
H  -2.23  0.88  -1.42
H  -1.12  2.67  0.75


Entry 5:
Computed, not measured: a 3-piece molecular cluster, C4H15NO2 overall at a distorted geometry, with wB97M-V/def2-TZVPD.

Its SMILES is CCCNC.O.O. As for the largest force on an atom: 4.1 eV Å⁻¹. The HOMO energy is -9.15 eV. For the energy above the lowest of the compared OMol25 structures with the same formula, charge and spin, the calculation gives 270.3 kJ/mol. The spin multiplicity is 1.

Atoms and positions in Å:
C  0.66  0.99  1.49
C  -0.34  -0.23  1.26
C  -0.51  -0.73  -0.20
N  -1.33  0.12  -1.05
C  -0.58  0.92  -1.97
H  1.40  0.96  0.62
H  1.39  1.03  2.34
H  0.26  2.08  1.20
H  -1.31  0.21  1.34
H  -0.16  -1.20  1.86
H  -0.97  -1.72  -0.18
H  0.44  -0.66  -0.70
H  -1.90  0.85  -0.54
H  -1.09  1.55  -2.73
H  -0.03  0.17  -2.66
H  0.21  1.46  -1.49
O  -4.02  -0.92  -1.97
H  -4.76  -0.55  -2.59
H  -3.18  -0.45  -1.93
O  5.26  -1.65  2.58
H  5.96  -1.28  3.06
H  4.61  -0.95  2.26


Entry 6:
Computed, not measured: C45H55FMnN8O4 as an isolated structure, with wB97M-V/def2-TZVPD.

Its expectation value of S² is 1.18. As for the largest force on an atom: 0.6 eV Å⁻¹. The HOMO energy (spin up / spin down) is -4.72 / -4.65 eV. The spin multiplicity is 2.

Atoms and positions in Å:
Mn  -0.31  1.82  1.29
C  3.48  3.23  0.83
C  3.82  1.74  0.92
C  2.61  0.81  1.17
N  1.57  1.40  1.97
C  1.82  1.72  3.23
C  2.98  1.29  3.90
C  3.50  1.56  5.17
C  3.05  2.39  6.17
C  1.87  3.14  6.10
C  0.89  3.17  5.14
C  0.73  2.48  3.89
N  -0.38  2.52  3.20
C  -1.66  2.84  3.80
C  -2.48  3.85  3.01
C  -2.93  3.29  1.66
N  -1.80  3.12  0.76
C  -1.62  3.98  -0.19
C  -2.35  5.20  -0.38
C  -2.61  5.90  -1.53
C  -2.26  5.61  -2.85
C  -1.38  4.60  -3.23
C  -0.58  3.78  -2.46
C  -0.43  3.69  -1.04
N  0.60  3.25  -0.38
C  1.82  3.01  -1.14
C  3.04  3.70  -0.55
H  4.36  3.81  1.13
H  2.70  3.47  1.56
H  4.55  1.60  1.72
H  4.32  1.41  0.00
H  2.97  -0.14  1.60
H  2.16  0.54  0.22
H  3.57  0.57  3.35
H  4.42  1.02  5.38
H  3.65  2.49  7.06
H  1.69  3.80  6.94
H  0.09  3.87  5.35
H  -1.56  3.15  4.84
H  -2.22  1.89  3.81
H  -1.91  4.78  2.86
H  -3.37  4.09  3.60
H  -3.70  3.92  1.21
H  -3.37  2.30  1.83
H  -2.79  5.61  0.53
H  -3.23  6.78  -1.39
H  -2.68  6.23  -3.63
H  -1.27  4.46  -4.30
H  0.05  3.11  -3.03
H  1.73  3.36  -2.17
H  2.01  1.93  -1.19
H  2.86  4.77  -0.53
H  3.87  3.53  -1.25
F  1.47  -0.26  -4.98
C  0.69  -0.92  -4.09
C  0.38  -0.34  -2.89
C  -0.44  -1.04  -2.00
C  -0.76  -0.39  -0.71
O  -0.21  0.69  -0.47
C  -1.71  -1.09  0.12
C  -2.14  -2.31  -0.29
N  -1.76  -2.96  -1.43
C  -2.29  -4.25  -1.75
C  -1.37  -5.44  -1.68
C  -2.44  -5.25  -0.64
C  -0.94  -2.30  -2.33
C  -0.60  -2.87  -3.57
C  0.20  -2.18  -4.45
N  0.52  -2.75  -5.73
C  1.93  -3.00  -5.93
C  2.14  -3.83  -7.18
N  1.55  -3.07  -8.34
C  0.09  -2.79  -8.12
C  -0.05  -2.00  -6.84
C  -2.29  -0.57  1.44
O  -3.19  -1.27  1.94
O  -1.80  0.48  1.90
H  0.75  0.64  -2.60
H  -2.87  -2.81  0.33
H  -3.05  -4.25  -2.52
H  -0.35  -5.24  -1.38
H  -1.50  -6.22  -2.42
H  -2.11  -4.95  0.34
H  -3.31  -5.88  -0.66
H  -0.96  -3.85  -3.85
H  2.32  -3.56  -5.07
H  2.52  -2.07  -6.00
H  1.59  -4.77  -7.12
H  3.19  -4.01  -7.39
H  1.69  -3.58  -9.21
H  2.04  -2.18  -8.43
H  -0.40  -3.76  -8.05
H  -0.28  -2.25  -8.99
H  -1.11  -1.83  -6.65
H  0.42  -1.01  -6.96
O  0.01  -0.49  4.17
C  -0.03  -1.52  4.78
C  -1.14  -1.86  5.74
C  -2.18  -2.64  4.91
C  -1.66  -3.90  4.19
C  -0.83  -3.65  2.91
C  0.60  -3.10  3.12
N  0.82  -2.61  4.49
H  -1.58  -0.95  6.14
H  -0.78  -2.48  6.57
H  -2.60  -1.96  4.15
H  -3.00  -2.93  5.56
H  -2.54  -4.48  3.88
H  -1.12  -4.54  4.89
H  -1.42  -2.95  2.30
H  -0.77  -4.59  2.36
H  0.80  -2.27  2.45
H  1.35  -3.87  2.93
H  0.66  -3.36  5.15


Entry 7:
Computed, not measured: C20H40O19PtS as an isolated structure at a distorted geometry, with wB97M-V/def2-TZVPD.

Its expectation value of S² is 2.00. As for the largest force on an atom: 2.2 eV Å⁻¹. The HOMO energy (spin up / spin down) is -7.65 / -7.92 eV. For the energy above the lowest of the compared OMol25 structures with the same formula, charge and spin, the calculation gives 0.0 kJ/mol. The spin multiplicity is 3.

Atoms and positions in Å:
Pt  -0.18  -0.66  -0.03
S  -1.89  -2.87  -0.02
O  -3.00  -3.05  -0.93
O  -1.99  -1.53  0.67
O  -1.80  -3.94  0.96
O  -0.55  -2.69  -0.71
C  0.08  4.97  0.95
C  0.47  3.51  0.89
O  1.55  3.37  -0.05
C  1.93  2.14  -0.33
O  1.32  1.15  -0.01
O  3.08  2.16  -0.98
C  3.45  0.93  -1.61
H  -0.37  5.28  0.00
H  0.92  5.63  1.14
H  -0.69  5.09  1.71
H  -0.38  2.95  0.49
H  0.63  3.03  1.86
H  4.52  0.99  -1.80
H  2.82  0.77  -2.48
H  3.32  0.09  -0.93
C  -5.69  0.42  -0.61
C  -4.21  0.31  -0.82
O  -3.72  1.55  -1.40
C  -2.42  1.72  -1.48
O  -1.55  1.03  -1.00
O  -2.18  2.81  -2.21
C  -0.81  3.02  -2.53
H  -6.10  -0.56  -0.36
H  -6.18  0.77  -1.52
H  -6.03  1.05  0.22
H  -4.03  -0.45  -1.58
H  -3.72  0.00  0.10
H  -0.81  3.79  -3.29
H  -0.32  2.11  -2.89
H  -0.25  3.39  -1.67
C  2.08  -5.65  1.33
C  1.71  -4.22  1.03
O  2.68  -3.38  1.70
C  2.48  -2.09  1.60
O  1.44  -1.61  1.20
O  3.50  -1.41  2.09
C  3.36  -0.01  2.27
H  2.25  -5.84  2.38
H  3.02  -5.95  0.83
H  1.38  -6.36  0.89
H  0.73  -4.03  1.48
H  1.68  -4.02  -0.04
H  4.02  0.31  3.07
H  2.34  0.28  2.52
H  3.67  0.51  1.37
C  -0.13  3.45  5.74
C  -0.55  2.04  5.37
O  -0.46  1.91  3.96
C  -0.67  0.74  3.37
O  -0.56  0.60  2.19
O  -1.01  -0.20  4.23
C  -1.19  -1.54  3.72
H  -0.91  4.16  5.45
H  0.82  3.72  5.30
H  -0.06  3.57  6.82
H  -1.56  1.85  5.73
H  0.06  1.32  5.92
H  -1.98  -1.55  2.97
H  -1.53  -2.12  4.56
H  -0.28  -1.94  3.28
C  -0.88  -0.73  -6.33
C  -0.40  -0.31  -4.96
O  0.72  -1.11  -4.57
C  1.01  -1.15  -3.28
O  0.44  -0.54  -2.42
O  2.02  -1.96  -3.00
C  2.36  -3.03  -3.89
H  -1.74  -0.14  -6.64
H  -1.11  -1.79  -6.40
H  -0.08  -0.52  -7.05
H  -1.21  -0.37  -4.23
H  -0.07  0.73  -5.00
H  1.61  -3.82  -3.83
H  3.34  -3.37  -3.59
H  2.44  -2.70  -4.92


Entry 8:
Computed, not measured: C15H24BF4IrN5S as an isolated structure at a distorted geometry, with wB97M-V/def2-TZVPD.

Its expectation value of S² is 0.76. As for the total charge: +2. As for the largest force on an atom: 1.4 eV Å⁻¹. The HOMO energy (spin up / spin down) is -14.59 / -14.58 eV. For the energy above the lowest of the compared OMol25 structures with the same formula, charge and spin, the calculation gives 211.1 kJ/mol. The spin multiplicity is 2.

Atoms and positions in Å:
Ir  0.23  -0.31  0.08
N  -0.32  -2.52  0.30
C  -1.31  -3.08  -0.67
C  -2.12  -1.95  -1.24
N  -1.22  -0.94  -1.81
C  -1.96  0.28  -2.16
C  -1.00  1.43  -2.31
N  -0.27  1.60  -1.02
C  -0.40  -1.44  -2.92
C  1.00  -1.84  -2.48
N  1.58  -0.83  -1.56
H  0.47  -3.15  0.42
H  -0.78  -2.44  1.20
H  -1.99  -3.78  -0.18
H  -0.79  -3.63  -1.45
H  -2.69  -1.48  -0.44
H  -2.83  -2.32  -1.99
H  -2.65  0.51  -1.35
H  -2.55  0.15  -3.07
H  -1.56  2.33  -2.55
H  -0.27  1.27  -3.10
H  -0.93  2.02  -0.35
H  0.50  2.24  -1.13
H  -0.33  -0.66  -3.68
H  -0.88  -2.30  -3.40
H  1.61  -1.95  -3.38
H  1.00  -2.80  -1.97
H  1.75  0.03  -2.07
H  2.48  -1.17  -1.22
S  0.58  0.53  4.46
C  -0.44  -0.81  4.30
C  -0.52  -1.26  3.02
C  0.30  -0.50  2.15
C  0.96  0.51  2.80
C  1.84  1.42  2.14
C  2.61  2.39  2.77
C  3.45  3.18  2.01
C  3.50  2.98  0.63
C  2.69  2.02  0.08
N  1.87  1.25  0.82
H  -0.95  -1.23  5.15
H  -1.16  -2.09  2.77
H  2.56  2.51  3.84
H  4.06  3.94  2.48
H  4.15  3.56  0.00
H  2.71  1.84  -0.99
F  -3.68  0.96  1.86
B  -2.46  1.37  1.49
F  -1.58  1.68  2.49
F  -2.44  2.34  0.49
F  -1.82  0.11  0.76


largest force on an atom of number 2 (C11H9Cl4N2O3OsS)? 1.4 eV Å⁻¹


Which of these has the lowest largest force on an atom? C45H55FMnN8O4


largest force on an atom of number 6 (C45H55FMnN8O4)? 0.6 eV Å⁻¹